A 8-piece molecular cluster, C23H66N6O8 overall at a distorted geometry, computed with ωB97M-V with the def2-TZVPD basis set.

ΔE to the lowest compared entry with this formula, charge and spin, kcal per mole: 43.6
LUMO level, eV: 0.0
Orbital gap, eV: 8.90
Energy, Eh: -1846.253113
HOMO, eV: -8.9224
SMILES: COC[C@H](C)N.COC[C@H](C)N.COC[C@H](C)N.COC[C@H](C)N.NC(N)=O.CCO.CCO.CCO

```
! wB97M-V def2-TZVPD RIJCOSX def2/J DEFGRID3
* xyz 0 1
C 20.51068 5.78509 16.89044
O 20.16233 4.47867 17.30258
C 21.27589 3.67330 17.66010
C 22.21635 4.19533 18.71273
C 23.26752 3.18309 19.12359
N 21.42321 4.55748 19.93691
H 19.58982 6.28723 16.60376
H 21.18455 5.67949 16.03971
H 20.96418 6.36950 17.69802
H 20.86163 2.70067 17.92423
H 21.86957 3.52176 16.74112
H 22.70920 5.12578 18.41117
H 23.78581 2.71828 18.28425
H 22.86810 2.44794 19.82036
H 24.03576 3.71079 19.69879
H 20.59012 5.00199 19.56523
H 21.88044 5.31495 20.43784
C 16.59833 13.22191 16.72217
O 16.65135 14.25533 15.74981
C 17.25193 13.89278 14.52418
C 18.59440 14.59813 14.37366
C 18.55405 16.09227 14.60718
N 19.15002 14.31657 13.03094
H 16.30164 12.23568 16.36348
H 15.84660 13.54295 17.44729
H 17.55620 13.22936 17.25500
H 17.42373 12.81214 14.46631
H 16.57343 14.15722 13.70845
H 19.22032 14.16077 15.17133
H 18.14646 16.37339 15.57478
H 17.94433 16.58910 13.84578
H 19.56749 16.49425 14.52777
H 19.91749 14.96421 12.88226
H 19.57967 13.39694 13.04324
C 14.22638 10.22066 20.14466
O 13.18772 10.97814 20.67257
C 13.20579 12.31000 20.20854
C 12.05572 13.10198 20.76341
C 10.76096 12.28911 20.75394
N 11.88509 14.36738 20.02949
H 14.17650 9.18607 20.48675
H 15.23676 10.56401 20.40656
H 14.11954 10.15713 19.04953
H 14.16032 12.75153 20.53855
H 13.20052 12.30753 19.10638
H 12.19846 13.34882 21.81897
H 10.92602 11.25885 21.07695
H 10.26998 12.27839 19.77553
H 9.99296 12.62312 21.46002
H 12.56309 14.42303 19.26875
H 11.03288 14.32535 19.47386
C 13.19347 3.58498 16.01703
O 12.67283 4.83470 16.30115
C 13.67209 5.84214 16.42786
C 13.01005 7.12263 16.91897
C 12.30891 6.94020 18.24655
N 12.00641 7.56520 15.90623
H 13.97442 3.25296 16.71965
H 13.64198 3.45746 15.01963
H 12.38277 2.85500 16.08454
H 14.42343 5.49745 17.15880
H 14.21172 5.97140 15.47961
H 13.80705 7.86604 16.91873
H 12.08210 7.90716 18.69736
H 13.01050 6.47882 18.95118
H 11.41594 6.32942 18.15691
H 12.37674 7.37300 14.97775
H 11.22296 6.91842 15.95282
N 21.03526 6.66756 13.51300
C 20.37548 7.86475 13.42939
N 20.56438 8.69420 14.52521
O 19.70288 8.19962 12.47578
H 21.57056 6.41605 14.31950
H 20.90082 5.99153 12.78532
H 21.37490 8.59309 15.10673
H 20.05006 9.55419 14.51252
C 18.12500 5.68919 19.62234
C 16.79196 5.70679 20.37131
O 15.70518 5.20851 19.62745
H 18.92007 6.27042 20.08186
H 17.98869 5.98181 18.57226
H 18.47188 4.65894 19.50147
H 16.61931 6.70182 20.77712
H 16.93982 5.06651 21.25364
H 15.91314 4.31594 19.33538
C 19.02544 10.16398 20.82168
C 18.86306 10.71890 22.20238
O 17.46113 10.70899 22.54618
H 20.06246 10.01611 20.51214
H 18.67977 10.89844 20.07873
H 18.38561 9.30824 20.60854
H 19.20804 11.75143 22.28372
H 19.41601 10.14815 22.95377
H 17.35063 10.22859 23.36977
C 17.10498 8.46002 16.21882
C 17.03358 8.71811 17.70521
O 15.95078 8.04952 18.32687
H 17.78612 9.16050 15.72752
H 16.12459 8.48375 15.74814
H 17.56912 7.49133 15.99844
H 16.89366 9.78062 17.92330
H 17.99113 8.47404 18.18756
H 16.17750 7.12398 18.46868
*
```



C23H67Br3N13O11P3 as an isolated structure at a distorted geometry, computed with ωB97M-V with the def2-TZVPD basis set.

ΔE to the lowest compared entry with this formula, charge and spin, kcal per mole: 74.0
LUMO level, eV: -0.7
Orbital gap, eV: 7.60
Energy, Eh: -11201.750018
HOMO, eV: -8.3055

```
! wB97M-V def2-TZVPD RIJCOSX def2/J DEFGRID3
* xyz 0 1
C 0.91216 6.39537 0.81874
N 1.14201 7.02227 -0.52939
O 1.58699 8.16089 -0.54929
O 0.83148 6.37691 -1.50482
H -0.03063 5.84942 0.78409
H 0.87153 7.14775 1.60637
H 1.67289 5.65285 1.05968
C -3.90971 4.42066 1.41658
N -2.99869 5.01324 2.42373
O -1.80102 4.77866 2.26127
O -3.50272 5.67523 3.38234
H -3.67180 5.07586 0.57860
H -4.95158 4.45614 1.73492
H -3.62318 3.39758 1.17303
C 3.96982 2.47392 0.74669
N 4.69910 3.79301 0.67760
O 4.61432 4.47379 -0.32668
O 5.37403 4.10870 1.66240
H 4.35474 1.79175 -0.01132
H 2.91063 2.60495 0.52523
H 3.90660 2.04078 1.74493
C 3.28656 -0.63738 3.81782
N 3.16529 -1.78191 4.81841
O 4.09073 -2.61556 4.68177
O 2.28347 -1.78271 5.69220
H 2.91071 -1.01217 2.86579
H 4.23564 -0.10276 3.85690
H 2.59695 0.12421 4.18185
O 3.07428 -7.51847 1.58328
P 3.68861 -6.26947 2.02685
N 3.95499 -5.05657 0.85702
C 3.73924 -5.23091 -0.62578
C 4.15178 -3.63247 1.22734
N 5.16604 -6.57302 2.89683
C 5.38118 -7.84140 3.58973
C 6.06836 -5.47308 3.24838
N 2.68122 -5.42622 3.15550
C 1.31121 -4.92804 2.78266
C 2.89553 -5.55631 4.56651
H 2.69810 -5.09998 -0.92072
H 4.10247 -6.22596 -0.88275
H 4.32958 -4.49405 -1.17043
H 4.21775 -3.65002 2.31520
H 3.41788 -2.86005 0.99745
H 5.16188 -3.35801 0.92324
H 4.65507 -8.62040 3.35731
H 6.39482 -8.21843 3.45381
H 5.32668 -7.63017 4.65768
H 6.98171 -5.82988 3.72440
H 6.34275 -4.90115 2.36197
H 5.57041 -4.74437 3.88801
H 1.26909 -5.07833 1.70390
H 0.48571 -5.41843 3.29858
H 1.19874 -3.86588 3.00006
H 2.52732 -4.63473 5.01730
H 3.94666 -5.80144 4.71863
H 2.25631 -6.30131 5.04029
O 2.03592 -0.06667 0.98626
P 1.08729 -0.10723 -0.11735
N -0.20068 -1.26301 0.02918
C -0.65354 -1.80539 1.30008
C -1.17359 -1.33323 -1.00645
N 1.90649 -0.56825 -1.53604
C 2.05075 -1.96319 -1.76041
C 2.94816 0.35872 -2.08169
N 0.25094 1.30050 -0.59321
C -0.12951 1.63384 -2.00275
C -0.15423 2.35123 0.38052
H -1.66307 -1.55459 1.62574
H 0.13213 -1.51555 1.99780
H -0.66499 -2.88410 1.14401
H -1.90671 -0.52831 -0.95407
H -1.57241 -2.34577 -0.94470
H -0.76573 -1.44596 -2.01097
H 1.43845 -2.23779 -2.61936
H 3.09897 -2.23781 -1.87831
H 1.81119 -2.53806 -0.86585
H 2.95821 0.20212 -3.16034
H 2.65829 1.40149 -1.95241
H 3.93002 0.17074 -1.64728
H 0.59422 2.40225 -2.27452
H 0.15178 0.81282 -2.66222
H -1.16920 1.95577 -2.06184
H 0.56802 3.16518 0.31768
H -0.35683 1.86877 1.33671
H -1.11464 2.82212 0.17079
O -4.75593 2.49021 -3.77819
P -5.87182 1.87491 -3.02763
N -6.76984 3.08425 -2.28032
C -6.69200 4.48158 -2.62192
C -7.68461 2.87275 -1.17002
N -5.33384 0.83807 -1.81161
C -4.75592 -0.42192 -2.30035
C -4.51562 1.39580 -0.70177
N -7.05654 1.07764 -3.93281
C -7.99099 0.16374 -3.27181
C -7.31115 1.61926 -5.27020
H -5.66390 4.80728 -2.46373
H -7.30733 5.05036 -1.92481
H -6.96360 4.76847 -3.63781
H -8.72091 2.84828 -1.50705
H -7.62513 3.60620 -0.36589
H -7.55272 1.91399 -0.66854
H -5.37341 -1.06317 -2.92932
H -3.79458 -0.21895 -2.77228
H -4.56966 -0.99343 -1.39108
H -3.88599 0.67713 -0.17718
H -3.80235 2.12014 -1.09505
H -5.21272 1.90848 -0.03896
H -8.79906 0.76992 -2.86231
H -8.49063 -0.53277 -3.94511
H -7.58072 -0.29151 -2.37041
H -6.40242 1.87081 -5.81704
H -7.99311 2.46270 -5.16228
H -7.77578 0.86670 -5.90728
C 4.51856 4.32740 -4.35386
Br 2.92751 3.96092 -3.19060
Br 4.25210 5.41894 -5.95614
Br 5.33117 2.69993 -5.16264
H 5.20566 4.83188 -3.67453
*
```